(1)
Below is an isolated molecule of C5H11NO, with properties calculated with ωB97M-V/def2-TZVPD.

Properties
Max |F|: 0.37 eV/Å
E_tot: -8901.455 eV
SMILES: CC[C@@H](C)NC=O
Total charge: 0
Gap between HOMO and LUMO: 10.64 eV
ΔE to the lowest compared entry with this formula, charge and spin: 23.3 kJ/mol

Last column: Löwdin charge in e.
Element x y z (Å)
1 C -1.939 -0.456 -1.170  -0.11
2 C -1.314 0.196 0.061  -0.23
3 C 0.213 0.322 -0.008  -0.39
4 C 0.755 1.470 0.843  -0.05
5 N 0.834 -0.947 0.368  0.05
6 C 2.137 -1.205 0.088  -0.36
7 O 2.844 -0.512 -0.619  0.01
8 H -1.678 0.113 -2.069  0.08
9 H -1.590 -1.485 -1.311  0.07
10 H -3.031 -0.476 -1.093  0.07
11 H -1.731 1.201 0.190  0.11
12 H -1.593 -0.368 0.965  0.11
13 H 0.518 0.504 -1.045  0.14
14 H 0.338 2.428 0.511  0.08
15 H 0.507 1.336 1.903  0.08
16 H 1.843 1.517 0.735  0.07
17 H 0.389 -1.505 1.083  0.13
18 H 2.496 -2.134 0.568  0.13


(2)
Below is a structure of composition C29H25Cl2MgN2O4PS3SbSe, with properties calculated with ωB97M-V/def2-TZVPD.

Properties
Max |F|: 0.18 eV/Å
E_tot: -185827.624 eV
Multiplicity: 2
Total charge: -2
Gap between HOMO and LUMO (spin up / spin down): 6.15 / 6.42 eV
ΔE to the lowest compared entry with this formula, charge and spin: 1.2 kJ/mol

Last column: Löwdin charge in e.
Element x y z (Å)
1 Mg -2.829 0.264 1.094  0.07
2 S -5.983 0.588 -2.973  -0.33
3 Sb -4.771 -0.450 -1.328  0.15
4 S -5.299 0.146 0.897  -0.16
5 S -2.435 -0.103 -1.289  -0.05
6 C 1.246 2.489 -3.272  -0.05
7 N 0.423 2.982 -2.197  -0.08
8 C 0.852 3.297 -0.946  -0.77
9 Se 2.605 3.386 -0.377  0.52
10 N -0.244 3.578 -0.213  0.13
11 C -1.389 3.465 -0.992  -0.19
12 C -2.735 3.635 -0.706  -0.02
13 C -3.630 3.407 -1.738  -0.11
14 C -3.198 3.032 -3.014  -0.13
15 C -1.853 2.868 -3.297  -0.04
16 C -0.962 3.086 -2.258  -0.19
17 H 2.287 2.635 -2.993  0.03
18 H 1.028 3.041 -4.188  0.09
19 H 1.054 1.426 -3.430  0.09
20 H -0.245 3.712 0.803  0.11
21 H -3.066 3.880 0.292  0.11
22 H -4.693 3.465 -1.546  0.10
23 H -3.938 2.805 -3.768  0.07
24 H -1.517 2.533 -4.270  0.10
25 O -1.798 -2.797 3.665  -0.04
26 C -2.512 -2.024 3.038  -0.55
27 O -2.118 -1.014 2.357  -0.20
28 H -3.612 -2.185 3.031  0.12
29 C 5.427 -2.036 -1.931  -0.12
30 C 4.511 -3.051 -1.689  -0.10
31 C 3.221 -2.746 -1.274  -0.10
32 C 2.825 -1.421 -1.101  -0.36
33 C 3.752 -0.407 -1.352  -0.11
34 C 5.044 -0.712 -1.756  -0.10
35 P 1.155 -0.875 -0.536  1.10
36 C 0.211 -2.442 -0.577  -0.41
37 C -0.385 -3.005 0.545  -0.09
38 C -1.210 -4.117 0.418  -0.07
39 C -1.443 -4.679 -0.827  -0.10
40 C -0.854 -4.119 -1.955  -0.10
41 C -0.044 -3.004 -1.830  -0.14
42 C 1.517 -0.656 1.245  -0.36
43 C 1.204 0.575 1.809  -0.10
44 C 1.496 0.837 3.142  -0.08
45 C 2.075 -0.146 3.926  -0.08
46 C 2.387 -1.384 3.373  -0.08
47 C 2.121 -1.631 2.037  -0.09
48 H 6.434 -2.276 -2.252  0.09
49 H 4.802 -4.087 -1.819  0.09
50 H 2.515 -3.544 -1.086  0.10
51 H 3.460 0.630 -1.208  0.04
52 H 5.750 0.089 -1.936  0.10
53 H -0.254 -2.572 1.528  0.08
54 H -1.679 -4.520 1.308  0.10
55 H -2.098 -5.536 -0.925  0.09
56 H -1.050 -4.535 -2.937  0.09
57 H 0.378 -2.546 -2.719  0.10
58 H 0.740 1.340 1.200  0.07
59 H 1.264 1.809 3.560  0.08
60 H 2.281 0.048 4.972  0.10
61 H 2.831 -2.158 3.986  0.09
62 H 2.372 -2.594 1.607  0.11
63 Cl -3.426 1.592 4.331  0.61
64 C -1.676 1.712 4.011  -0.99
65 Cl -0.850 2.441 5.401  0.58
66 C -1.438 2.475 2.682  -0.74
67 O -0.709 3.465 2.660  -0.01
68 O -2.010 1.943 1.689  -0.13
69 H -1.314 0.692 3.899  0.05


(3)
Below is a structure of composition C4H7NO, with properties calculated with ωB97M-V/def2-TZVPD.

Properties
Max |F|: 0.54 eV/Å
E_tot: -7793.385 eV
Total charge: 0
Gap between HOMO and LUMO (spin up / spin down): 7.60 / 7.60 eV
ΔE to the lowest compared entry with this formula, charge and spin: 604.0 kJ/mol

Last column: Löwdin charge in e.
Element x y z (Å)
1 C 0.947 -0.443 1.151  -0.01
2 C 0.718 -0.009 -0.807  -0.17
3 C -0.716 -0.414 -1.199  -0.11
4 C -1.274 0.410 -0.049  -0.46
5 O -2.337 0.638 0.463  0.10
6 N 0.027 0.833 0.341  -0.02
7 H 2.029 -0.403 1.077  0.06
8 H 0.629 -0.111 2.158  0.07
9 H 0.574 -1.451 0.984  0.08
10 H 1.194 0.678 -1.518  0.07
11 H -1.046 -0.002 -2.160  0.12
12 H -0.986 -1.475 -1.168  0.11
13 H 0.243 1.749 0.726  0.16